Record 1
{
  "formula": "C5H37NO15",
  "method": "wB97M-V/def2-TZVPD",
  "multiplicity": 1,
  "e_homo_ev": -10.1361,
  "e_tot_ev": -37990.82881,
  "homo_lumo_gap_ev": 10.4,
  "relative_energy_kj_mol": 143.1,
  "species": ["C", "C", "C", "O", "C", "N", "C", "O", "H", "H", "H", "H", "H", "H", "H", "H", "H", "H", "H", "H", "H", "O", "H", "H", "O", "H", "H", "O", "H", "H", "O", "H", "H", "O", "H", "H", "O", "H", "H", "O", "H", "H", "O", "H", "H", "O", "H", "H", "O", "H", "H", "O", "H", "H", "O", "H", "H", "O"],
  "positions_angstrom": [[-0.8941, 1.1433, 0.2601], [0.3392, 0.2972, 0.6101], [1.0814, -0.2753, -0.5833], [1.4917, 0.7621, -1.4698], [-1.5613, 0.6062, -0.9656], [-2.5982, -0.2471, -0.9092], [-3.1463, -0.7639, 0.3522], [-1.1266, 0.9517, -2.0735], [-0.5879, 2.2492, 0.0964], [-1.6137, 1.2206, 1.1883], [0.0353, -0.5067, 1.2911], [1.0336, 0.8803, 1.2704], [0.4995, -1.0694, -1.1481], [2.0754, -0.7681, -0.3192], [0.6934, 1.2305, -1.7596], [-2.9069, -0.6693, -1.7578], [-4.0395, -1.2867, 0.1167], [-2.4312, -1.4146, 0.9076], [-3.3816, 0.0409, 1.0603], [2.2260, -0.1753, 3.0167], [0.9245, -0.8536, 3.6453], [1.5226, -0.0928, 3.7636], [-0.8103, -0.4042, -3.0996], [0.3907, -1.0598, -3.8661], [-0.5062, -1.2223, -3.5103], [-1.5227, -0.7527, 3.1000], [-1.5316, 0.7665, 3.2258], [-2.0523, -0.0221, 2.9566], [0.1445, 2.4010, 2.6694], [0.4921, 1.2564, 3.6312], [-0.2099, 1.9109, 3.3581], [2.7005, 1.6177, -0.4395], [2.4510, 2.6983, 0.5480], [3.1356, 1.9988, 0.2643], [3.1216, 0.6078, 1.1899], [4.1090, -0.3664, 1.9957], [3.2109, -0.2614, 1.6846], [2.4763, 0.0191, -4.4044], [2.0144, -0.0825, -2.8814], [2.0622, -0.5578, -3.7513], [-0.0072, -2.3826, 2.3035], [-0.3589, -2.7718, 3.8139], [-0.2393, -2.0229, 3.1707], [-0.3849, 4.0428, -2.5596], [-0.5620, 2.5802, -2.0494], [-0.1389, 3.4504, -1.8830], [-3.3624, -2.8988, -3.5598], [-2.1085, -2.1130, -3.4156], [-2.8550, -2.4019, -2.9515], [-0.3733, -2.4202, -2.2677], [-1.5721, -3.0620, -1.5996], [-0.6345, -3.0196, -1.5073], [1.3362, 4.6026, 1.0161], [0.7072, 3.6783, -0.0853], [1.1023, 3.7003, 0.7943], [1.4539, -2.6498, 0.6668], [0.0907, -3.0436, -0.0034], [0.5957, -3.0749, 0.8531]],
  "forces_ev_per_angstrom": [[-0.96, 2.11, 1.95], [0.51, -0.18, 1.30], [0.92, -1.53, -0.23], [0.19, 0.23, -0.42], [-1.50, -0.51, 0.64], [1.04, 0.77, 1.71], [1.02, 0.40, 0.57], [0.36, 0.48, -1.30], [-0.64, -2.07, -0.14], [1.47, -0.55, -1.91], [-0.06, 0.00, -0.44], [-0.69, -0.29, -0.90], [0.45, 1.16, 0.77], [-1.46, 0.55, 0.12], [0.02, -0.12, -0.14], [-0.18, -0.24, -0.64], [-0.72, -0.60, -0.16], [-0.49, 0.30, -0.66], [0.04, -0.21, -0.42], [-1.36, 0.10, 1.35], [0.16, 0.09, -0.03], [1.34, 0.04, -0.92], [0.04, 0.65, 0.10], [0.05, 0.16, 0.08], [-0.04, -0.80, -0.53], [1.86, -2.41, 0.60], [-0.09, -0.44, -0.07], [-2.16, 2.97, -0.17], [1.08, 1.57, -2.07], [-0.20, 0.24, -0.26], [-0.72, -1.39, 2.41], [-1.46, -1.45, -3.02], [1.26, -1.02, -0.22], [0.61, 2.54, 3.25], [0.67, -0.31, 0.41], [0.31, 0.24, -0.08], [-0.41, 0.03, -0.28], [-0.04, -0.02, 0.33], [0.14, 0.07, -0.69], [0.10, -0.01, 0.08], [0.27, -0.76, -0.65], [0.24, 1.03, -1.20], [-0.56, -1.01, 1.90], [-0.46, 0.93, -1.20], [-0.20, 0.35, -0.18], [0.65, -0.98, 1.38], [-0.93, -0.80, -0.87], [2.21, 0.86, -1.44], [-1.66, -0.04, 2.06], [-0.27, -0.64, 0.76], [-1.24, -0.20, -0.09], [1.50, 0.43, -0.50], [-0.08, 0.24, -0.15], [-0.17, 0.43, -0.50], [0.07, -0.34, 0.55], [-0.52, -0.35, 0.13], [0.30, -0.08, 0.28], [0.38, 0.34, -0.27]],
  "lowdin_charge": [-0.073, -0.143, -0.219, -0.111, -0.435, 0.090, -0.037, -0.038, 0.117, 0.137, 0.093, 0.098, 0.106, 0.137, 0.061, 0.101, 0.077, 0.095, 0.079, 0.035, -0.005, -0.112, 0.015, 0.037, -0.071, -0.059, 0.015, -0.073, -0.025, 0.029, -0.051, -0.042, 0.052, -0.045, 0.022, 0.067, -0.075, 0.064, 0.028, -0.060, -0.001, 0.117, -0.079, 0.034, 0.010, -0.034, 0.052, -0.021, -0.009, 0.034, 0.012, -0.070, 0.080, 0.019, -0.029, 0.058, 0.014, -0.069]
}

---

Record 2
{
  "formula": "C5H38N3O12",
  "method": "wB97M-V/def2-TZVPD",
  "multiplicity": 1,
  "e_homo_ev": -12.4995,
  "charge": 1,
  "e_tot_ev": -34835.26322,
  "homo_lumo_gap_ev": 9.7,
  "relative_energy_kj_mol": 431.7,
  "species": ["C", "C", "C", "C", "N", "C", "N", "N", "H", "H", "H", "H", "H", "H", "H", "H", "H", "H", "H", "H", "H", "H", "H", "H", "O", "H", "H", "O", "H", "H", "O", "H", "H", "O", "H", "H", "O", "H", "H", "O", "H", "H", "O", "H", "H", "O", "H", "H", "O", "H", "H", "O", "H", "H", "O", "H", "H", "O"],
  "positions_angstrom": [[1.3767, -3.2079, -1.5819], [0.9071, -1.7911, -1.2378], [1.4093, -1.3056, 0.1408], [0.9904, 0.1280, 0.5023], [-0.4616, 2.1177, 2.2385], [0.6126, 1.2961, 2.5475], [1.0882, 0.2814, 1.9475], [-0.6487, -1.9659, -0.9619], [1.1741, -3.8792, -0.7724], [2.4400, -3.1048, -1.7091], [1.0545, -3.4435, -2.6075], [1.2055, -1.1426, -2.0783], [1.0516, -1.9926, 0.9655], [2.4891, -1.4955, 0.2449], [-0.0584, 0.3833, 0.2087], [1.5969, 0.9045, 0.0177], [-0.5096, 3.1083, 2.0865], [-1.0651, 1.6340, 1.5458], [0.8710, 1.4852, 3.6295], [-0.7752, -1.7383, 0.0168], [-1.1454, -1.3851, -1.7057], [-0.7719, -2.9440, -1.2040], [-2.0940, 0.8127, -5.0461], [-1.3547, 0.6309, -3.6336], [-1.6077, 0.2125, -4.4739], [2.3716, 4.2968, -0.7780], [1.6565, 3.7947, 0.4428], [1.5078, 4.3515, -0.3315], [1.3581, -2.5161, 3.1109], [2.7408, -2.7089, 3.1368], [1.9698, -3.2032, 2.8107], [0.9181, -1.6118, -5.1092], [-0.4755, -1.5819, -4.2948], [0.3335, -2.0617, -4.4822], [-3.6961, -1.4702, -1.9387], [-3.6542, -2.9476, -1.4004], [-3.1207, -2.1824, -1.6310], [-3.7514, -0.3648, 3.8647], [-2.4687, 0.3049, 4.0761], [-3.1317, 0.1993, 3.3730], [3.7956, 0.8022, 0.4725], [3.0134, 1.3738, 1.6861], [3.7718, 1.5336, 1.0948], [1.4483, -1.3963, 5.2041], [1.8137, -0.3421, 3.9774], [2.0703, -1.0761, 4.5364], [-2.3967, 4.5882, -0.4099], [-0.9806, 4.9947, 0.0236], [-1.5486, 4.2308, -0.1296], [-2.5333, 1.1082, -1.5349], [-1.0587, 1.1335, -1.2795], [-1.7357, 0.5849, -1.7085], [1.0889, 3.2263, -1.7191], [-0.1768, 2.5870, -1.8032], [0.7420, 2.2969, -1.6852], [-2.2216, -0.4590, 1.8975], [-3.1324, -0.4617, 0.5121], [-2.2924, -0.6222, 0.9368]],
  "forces_ev_per_angstrom": [[0.65, 1.73, -0.94], [-0.22, -1.07, 1.71], [0.06, -0.62, 0.29], [-1.07, 0.11, 0.10], [-1.34, -1.76, -2.08], [-0.38, 0.57, 2.12], [0.92, 0.88, 0.39], [2.50, 1.08, -3.65], [-0.23, -0.71, 0.15], [0.71, -0.32, 0.20], [-0.45, -0.42, 0.60], [-1.00, 0.12, 0.41], [-0.01, 0.52, -1.00], [-0.14, 0.56, -0.26], [0.68, -0.67, -0.16], [-0.06, -0.37, 0.08], [0.52, 0.31, 0.42], [0.50, 0.83, 0.35], [0.43, -0.36, -0.99], [-1.21, 0.28, -0.09], [0.05, -0.79, 2.12], [-0.69, 0.05, 0.40], [0.16, 0.16, 0.28], [-0.48, 0.21, -0.50], [0.25, -0.48, 0.14], [-0.19, 0.40, 0.33], [-0.11, -0.08, -0.03], [0.85, 0.41, 0.01], [-0.47, -0.37, -0.08], [0.32, -0.66, -0.16], [0.16, 0.76, 0.12], [-0.81, 0.23, 0.25], [0.03, 0.70, -0.83], [0.70, -0.84, 0.47], [-0.13, -0.50, -0.05], [-0.34, 0.13, -0.15], [-0.11, 0.24, -0.04], [-0.24, 0.08, -0.56], [0.09, 0.46, -0.40], [0.24, -0.45, 1.29], [-0.03, -0.10, 0.11], [0.52, -0.29, -0.34], [-0.32, 0.44, 0.26], [-0.10, 0.81, -0.47], [-0.74, 0.01, 0.16], [0.88, -0.75, 0.43], [0.00, 0.13, 0.09], [0.07, -0.02, -0.16], [-0.02, -0.24, -0.01], [0.00, -0.32, -0.19], [0.14, -0.45, 0.00], [-0.10, 0.95, 0.16], [0.18, -1.23, 0.50], [-0.04, -0.30, -0.04], [-0.65, 1.13, -0.88], [-1.40, 0.16, -0.53], [-0.35, 0.09, 0.75], [1.82, -0.38, -0.14]],
  "lowdin_charge": [-0.048, -0.280, -0.146, -0.232, 0.110, -0.294, 0.016, 0.188, 0.090, 0.089, 0.080, 0.147, 0.110, 0.129, 0.076, 0.093, 0.079, 0.079, 0.132, 0.096, 0.122, 0.132, 0.053, 0.007, -0.060, 0.078, 0.047, -0.055, -0.002, 0.037, -0.086, 0.061, -0.004, -0.053, 0.060, 0.067, -0.039, 0.074, 0.063, -0.054, 0.029, 0.007, -0.052, 0.067, -0.014, -0.054, 0.047, 0.040, -0.054, 0.088, 0.019, -0.054, 0.042, 0.019, -0.084, 0.020, 0.040, -0.070]
}